Entry 1
Formula: C23H29N3O3
Source: the OMol25 dataset
Level of theory: the ωB97M-V functional and the def2-TZVPD basis

The LUMO energy is 0.57 eV. Its SMILES is CCCCn1nc2cc(C(=O)N(CC)c3ccc(OC)cc3)ccc2c1OCC.

The geometry in ORCA input format:
```
! RIJCOSX wB97M-V def2-TZVPD def2/J DEFGRID3
* xyz 0 1
C -5.16 -1.56 1.08
C -6.07 -1.28 -0.11
C -5.31 -1.03 -1.41
H -4.69 -1.90 -1.65
C -4.40 0.20 -1.39
N -3.14 -0.08 -0.77
C -2.57 0.60 0.25
C -1.36 -0.03 0.54
C -0.30 0.12 1.45
C 0.76 -0.74 1.37
C 0.83 -1.77 0.40
C -0.21 -1.97 -0.47
C -1.31 -1.10 -0.42
N -2.40 -1.11 -1.19
H -0.18 -2.78 -1.19
C 2.00 -2.68 0.35
O 1.88 -3.89 0.34
N 3.23 -2.08 0.37
C 3.40 -0.69 0.16
C 2.78 -0.05 -0.91
C 2.92 1.31 -1.11
C 3.71 2.06 -0.25
C 4.36 1.42 0.80
C 4.20 0.06 1.01
H 4.70 -0.41 1.84
H 4.98 2.01 1.46
O 3.92 3.40 -0.35
C 3.30 4.10 -1.40
H 2.21 4.03 -1.33
H 3.63 3.75 -2.38
H 3.60 5.14 -1.27
H 2.42 1.76 -1.95
H 2.17 -0.63 -1.60
C 4.42 -2.91 0.40
C 5.14 -2.91 -0.94
H 5.45 -1.91 -1.21
H 6.01 -3.55 -0.89
H 4.47 -3.29 -1.72
H 4.08 -3.92 0.65
H 5.09 -2.55 1.18
H 1.58 -0.64 2.08
H -0.31 0.88 2.21
O -3.27 1.65 0.76
C -2.56 2.57 1.58
C -1.50 3.34 0.82
H -1.04 4.08 1.48
H -0.72 2.67 0.45
H -1.94 3.85 -0.03
H -2.13 2.05 2.44
H -3.34 3.24 1.94
H -4.87 1.02 -0.84
H -4.21 0.52 -2.42
H -6.04 -0.91 -2.22
H -6.70 -0.41 0.11
H -6.73 -2.13 -0.26
H -4.43 -2.33 0.83
H -5.74 -1.91 1.93
H -4.62 -0.67 1.39
*
```

---

Entry 2
Formula: C23H29N3O3
Source: the OMol25 dataset
Level of theory: the ωB97M-V functional and the def2-TZVPD basis

The LUMO energy is 0.75 eV. Its SMILES is O=C(c1ccccn1)N(Cc1ccco1)C1(C(=O)NC2CCCC2)CCCCC1.

The geometry in ORCA input format:
```
! RIJCOSX wB97M-V def2-TZVPD def2/J DEFGRID3
* xyz 0 1
O -0.43 -0.94 -1.73
C -1.10 -0.68 -0.74
N -0.81 0.26 0.18
C -1.68 0.34 1.35
C -3.05 0.80 0.96
C -3.48 1.78 0.11
C -4.90 1.71 0.11
C -5.22 0.70 0.96
O -4.11 0.14 1.47
H -6.16 0.30 1.27
H -5.57 2.33 -0.45
H -2.87 2.46 -0.45
H -1.25 1.02 2.08
H -1.77 -0.65 1.81
C 0.37 1.15 0.03
C 0.34 2.33 1.02
H -0.61 2.86 0.92
C 1.50 3.30 0.79
C 1.51 3.85 -0.63
C 1.58 2.68 -1.61
C 0.39 1.75 -1.39
H 0.40 0.97 -2.15
H -0.54 2.31 -1.52
H 2.51 2.13 -1.45
H 1.56 3.04 -2.64
H 2.37 4.51 -0.77
H 0.61 4.43 -0.82
H 1.40 4.12 1.51
H 2.43 2.79 0.99
H 0.45 1.95 2.04
C 1.62 0.29 0.38
O 2.15 0.38 1.47
N 2.03 -0.53 -0.61
H 1.38 -0.68 -1.37
C 3.09 -1.50 -0.47
H 3.19 -2.00 -1.44
C 2.87 -2.55 0.62
C 4.24 -3.20 0.80
C 5.27 -2.12 0.37
H 5.94 -1.87 1.19
H 5.88 -2.49 -0.45
C 4.45 -0.91 -0.07
H 4.92 -0.35 -0.88
H 4.29 -0.23 0.77
H 4.33 -4.07 0.15
H 4.40 -3.52 1.82
H 2.57 -2.04 1.53
H 2.09 -3.27 0.35
C -2.38 -1.46 -0.54
N -2.43 -2.32 0.46
C -3.52 -3.06 0.59
C -4.61 -2.96 -0.26
C -4.55 -2.07 -1.31
C -3.40 -1.31 -1.47
H -3.30 -0.60 -2.28
H -5.37 -1.96 -2.00
H -5.49 -3.58 -0.10
H -3.51 -3.75 1.43
*
```

---

What should be chosen as the most stable of them? Choose entry 2.

---

Entry 1
Formula: C3H7N4
Source: the OMol25 dataset
Level of theory: the ωB97M-V functional and the def2-TZVPD basis

The LUMO energy is -4.79 eV. Its SMILES is C[C@H]1N=NNC=[NH+]1.

The geometry in ORCA input format:
```
! RIJCOSX wB97M-V def2-TZVPD def2/J DEFGRID3
* xyz 1 1
C 1.26 1.25 -0.13
C -0.48 -0.35 0.33
C -1.91 -0.76 -0.01
N 0.55 -1.33 -0.25
N 1.74 -1.04 -0.16
N 2.09 0.25 0.22
N -0.01 0.98 -0.22
H 1.56 2.27 -0.49
H -0.11 -0.47 1.41
H -2.28 -0.42 -0.94
H -2.75 -0.32 0.59
H -2.09 -1.91 -0.06
H 3.03 0.19 0.38
H -0.60 1.64 -0.69
*
```

---

Entry 2
Formula: C3H7N4
Source: the OMol25 dataset
Level of theory: the ωB97M-V functional and the def2-TZVPD basis

The LUMO energy is -3.91 eV. Its SMILES is [NH+]#CNC=C(N)N.

The geometry in ORCA input format:
```
! RIJCOSX wB97M-V def2-TZVPD def2/J DEFGRID3
* xyz 1 1
C 0.26 -1.04 0.05
C 0.97 0.12 0.07
C -2.04 -0.30 -0.29
N -1.16 -1.06 0.14
N 0.33 1.26 0.49
N 2.27 0.05 -0.39
N -2.78 0.63 -0.29
H 0.60 -2.04 -0.05
H -1.50 -1.93 0.39
H 0.84 2.08 0.40
H 2.56 -0.93 -0.41
H 2.95 0.83 -0.33
H -3.21 0.99 -1.13
H -0.09 1.33 1.34
*
```

---

What should be chosen as the most stable of them? Choose entry 2.

---

Entry 1
Formula: C3H7N4
Source: the OMol25 dataset
Level of theory: the ωB97M-V functional and the def2-TZVPD basis

The LUMO energy is -5.32 eV.

The geometry in ORCA input format:
```
! RIJCOSX wB97M-V def2-TZVPD def2/J DEFGRID3
* xyz 1 1
C -1.81 1.59 -0.08
C -0.66 1.36 -0.86
C 1.19 -0.02 -0.21
N -2.08 0.42 0.54
N -1.11 -0.41 0.21
N -0.12 0.25 -0.47
N 1.51 -1.19 -0.67
H -2.58 2.34 -0.05
H -0.13 1.94 -1.68
H 1.26 -0.95 1.97
H 2.12 -0.72 2.10
H -0.98 -1.29 0.74
H 0.93 -1.92 -1.04
H 2.45 -1.39 -0.50
*
```

---

Entry 2
Formula: C3H7N4
Source: the OMol25 dataset
Level of theory: the ωB97M-V functional and the def2-TZVPD basis

The LUMO energy is -5.09 eV.

The geometry in ORCA input format:
```
! RIJCOSX wB97M-V def2-TZVPD def2/J DEFGRID3
* xyz 1 1
C -0.82 -0.68 0.01
C 1.34 1.06 -0.99
C 1.62 0.46 0.13
N -2.85 1.86 1.15
N -2.23 1.01 0.85
N -1.82 -0.13 0.72
N -0.49 -1.91 0.20
H -0.41 -0.08 -0.80
H 1.66 0.66 -1.98
H 0.66 1.89 -0.89
H 1.54 0.94 1.00
H 2.38 -0.33 0.04
H 0.24 -2.33 -0.37
H -0.83 -2.43 0.94
*
```

---

Entry 3
Formula: C3H7N4
Source: the OMol25 dataset
Level of theory: the ωB97M-V functional and the def2-TZVPD basis

The LUMO energy is -5.80 eV.

The geometry in ORCA input format:
```
! RIJCOSX wB97M-V def2-TZVPD def2/J DEFGRID3
* xyz 1 1
C 1.14 0.50 -1.65
C -0.01 -0.22 -1.53
C 2.21 -1.11 -0.41
N 2.24 -0.08 -1.22
N 0.96 -1.41 0.19
N -1.39 0.76 0.88
N -0.11 -0.95 -0.49
H 1.10 1.56 -1.89
H -0.95 0.05 -2.02
H 3.06 -1.53 0.04
H 0.79 -1.94 0.98
H -1.14 1.73 0.88
H -1.72 0.44 1.76
H -2.08 0.57 0.13
*
```

---

What should be chosen as the most stable of them? Choose entry 3.

---

Entry 1
Formula: C5H15NO
Source: the OMol25 dataset
Level of theory: the ωB97M-V functional and the def2-TZVPD basis

The LUMO energy is 0.92 eV. Its SMILES is CCCCNC.O.

The geometry in ORCA input format:
```
! RIJCOSX wB97M-V def2-TZVPD def2/J DEFGRID3
* xyz 0 1
C -2.07 -0.68 -1.14
C -0.65 -0.92 -1.66
C 0.23 -1.82 -0.74
C 0.77 -1.20 0.54
N 0.23 0.09 0.91
C 1.04 0.79 1.90
H -2.14 -0.26 -0.14
H -2.65 -1.60 -1.26
H -2.57 0.00 -1.84
H -0.78 -1.45 -2.61
H -0.12 0.03 -1.74
H -0.38 -2.70 -0.53
H 1.00 -2.18 -1.41
H 0.64 -1.94 1.35
H 1.85 -1.07 0.48
H -0.73 0.03 1.24
H 1.30 0.14 2.74
H 2.01 1.06 1.48
H 0.51 1.69 2.18
H -0.26 2.51 -0.10
H 0.96 3.03 -0.77
O 0.49 3.10 0.07
*
```

---

Entry 2
Formula: C5H15NO
Source: the OMol25 dataset
Level of theory: the ωB97M-V functional and the def2-TZVPD basis

The LUMO energy is 0.66 eV. Its SMILES is CCNC(C)C.O.

The geometry in ORCA input format:
```
! RIJCOSX wB97M-V def2-TZVPD def2/J DEFGRID3
* xyz 0 1
C -1.66 -0.63 0.79
C -0.89 0.66 0.46
N -0.58 0.84 -0.95
C 0.93 -1.14 -1.07
C 0.06 -0.10 -1.82
C 0.88 0.65 -2.90
H -2.38 -0.49 1.60
H -0.96 -1.40 1.09
H -2.20 -0.96 -0.10
H -1.39 1.56 0.81
H 0.08 0.65 0.98
H -1.23 1.45 -1.42
H 1.65 -1.52 -1.77
H 1.46 -0.62 -0.26
H 0.30 -1.90 -0.62
H -0.66 -0.72 -2.38
H 0.78 1.73 -2.74
H 1.92 0.42 -2.71
H 0.60 0.36 -3.90
H 0.51 0.11 5.20
H 1.87 0.47 5.77
O 0.92 0.55 5.94
*
```

---

Entry 3
Formula: C5H15NO
Source: the OMol25 dataset
Level of theory: the ωB97M-V functional and the def2-TZVPD basis

The LUMO energy is 0.89 eV. Its SMILES is CC(C)O.CCN.

The geometry in ORCA input format:
```
! RIJCOSX wB97M-V def2-TZVPD def2/J DEFGRID3
* xyz 0 1
C 0.39 0.67 -1.72
C 1.27 -0.05 -0.69
C -0.45 1.79 -1.10
O 1.17 1.18 -2.80
H 1.73 1.88 -2.46
H -0.28 -0.05 -2.20
H -1.08 1.41 -0.30
H 0.21 2.55 -0.66
H 2.26 -0.16 -1.11
H 1.42 0.56 0.20
H -0.54 -0.61 0.19
H -1.07 2.26 -1.87
C -1.01 -1.15 1.12
C -0.79 -0.21 2.29
N -0.24 -2.35 1.25
H -0.65 -3.09 0.70
H 0.71 -2.13 0.73
H -2.07 -1.38 0.99
H 1.19 -1.22 -0.30
H -1.37 0.70 2.17
H -1.07 -0.69 3.23
H 0.27 0.07 2.35
*
```

---

What should be chosen as the most stable of them? Choose entry 1.

---

Entry 1
Formula: C5H15NO
Source: the OMol25 dataset
Level of theory: the ωB97M-V functional and the def2-TZVPD basis

The LUMO energy is 0.75 eV. Its SMILES is CNCC(C)C.O.

The geometry in ORCA input format:
```
! RIJCOSX wB97M-V def2-TZVPD def2/J DEFGRID3
* xyz 0 1
C 0.20 2.27 -1.22
N 1.25 1.30 -0.90
C 0.85 0.16 -0.09
C -0.04 -0.90 -0.79
C 0.81 -1.78 -1.72
C -0.61 -1.80 0.31
H -0.71 1.84 -1.66
H 0.59 2.97 -1.96
H -0.02 2.81 -0.30
H 1.59 0.94 -1.79
H 0.48 0.50 0.89
H 1.71 -0.37 0.31
H -0.85 -0.29 -1.21
H 0.14 -2.60 -1.96
H 1.68 -2.20 -1.22
H 1.17 -1.23 -2.60
H -0.94 -1.13 1.10
H 0.13 -2.54 0.59
H -1.55 -2.29 0.02
H -2.50 1.09 3.17
H -2.19 -0.14 3.94
O -1.83 0.74 3.77
*
```

---

Entry 2
Formula: C5H15NO
Source: the OMol25 dataset
Level of theory: the ωB97M-V functional and the def2-TZVPD basis

The LUMO energy is 0.93 eV. Its SMILES is CC[C@H](C)NC.O.

The geometry in ORCA input format:
```
! RIJCOSX wB97M-V def2-TZVPD def2/J DEFGRID3
* xyz 0 1
C -2.07 -0.96 0.80
N -0.66 -0.87 0.41
C 2.05 1.55 -0.59
C 1.25 0.26 -0.57
C -0.24 0.40 -0.19
C -0.57 1.60 0.70
H -2.35 -2.01 0.92
H -2.30 -0.48 1.76
H -2.72 -0.53 0.04
H -0.12 -1.04 1.25
H 2.13 2.04 0.37
H 3.07 1.34 -0.94
H 1.59 2.26 -1.28
H 1.68 -0.44 0.15
H 1.27 -0.25 -1.54
H -0.82 0.46 -1.12
H -1.65 1.71 0.82
H -0.21 2.53 0.27
H -0.12 1.52 1.69
H 0.15 -2.26 -0.77
H 0.12 -3.81 -0.90
O 0.51 -3.01 -1.28
*
```

---

Entry 3
Formula: C5H15NO
Source: the OMol25 dataset
Level of theory: the ωB97M-V functional and the def2-TZVPD basis

The LUMO energy is 0.62 eV. Its SMILES is CCN(C)CC.O.

The geometry in ORCA input format:
```
! RIJCOSX wB97M-V def2-TZVPD def2/J DEFGRID3
* xyz 0 1
C 0.61 -0.05 0.26
N -0.83 -0.41 0.48
C -1.73 0.71 0.80
C -3.23 0.49 0.70
C -1.25 -1.26 -0.64
C 1.10 0.91 1.36
H 0.73 0.33 -0.77
H 1.11 -1.01 0.49
H -1.30 1.55 0.27
H -1.50 0.98 1.87
H -3.78 1.41 0.95
H -3.40 0.10 -0.32
H -3.56 -0.23 1.44
H -0.47 -1.89 -1.07
H -1.57 -0.54 -1.43
H -2.09 -1.87 -0.26
H 1.05 1.96 1.14
H 0.61 0.60 2.27
H 2.18 0.63 1.51
H 5.29 -1.14 -2.53
H 5.89 -0.24 -3.53
O 6.12 -1.01 -3.00
*
```

---

Entry 4
Formula: C5H15NO
Source: the OMol25 dataset
Level of theory: the ωB97M-V functional and the def2-TZVPD basis

The LUMO energy is 0.60 eV. Its SMILES is CCNC(C)C.O.

The geometry in ORCA input format:
```
! RIJCOSX wB97M-V def2-TZVPD def2/J DEFGRID3
* xyz 0 1
C -2.75 -0.28 -0.77
C -2.07 -0.51 0.63
N -0.52 -0.62 0.28
C 1.03 1.11 1.14
C 0.73 -0.37 1.03
C 1.97 -1.17 0.54
H -3.86 -0.19 -0.62
H -2.58 -1.15 -1.42
H -2.38 0.67 -1.29
H -2.22 0.24 1.45
H -2.30 -1.56 1.08
H -0.34 -0.03 -0.55
H 0.60 1.60 0.19
H 0.41 1.74 1.92
H 2.13 1.22 1.08
H 0.51 -0.87 2.16
H 2.78 -1.26 1.26
H 1.70 -2.23 0.28
H 2.39 -0.70 -0.35
H 0.88 1.50 -2.39
H 2.03 1.33 -3.31
O 1.88 1.54 -2.34
*
```

---

What should be chosen as the most stable of them? Choose entry 2.

---

Entry 1
Formula: C5H15NO
Source: the OMol25 dataset
Level of theory: the ωB97M-V functional and the def2-TZVPD basis

The LUMO energy is 0.76 eV. Its SMILES is CC(C)[C@H](C)N.O.

The geometry in ORCA input format:
```
! RIJCOSX wB97M-V def2-TZVPD def2/J DEFGRID3
* xyz 0 1
C -0.54 1.09 1.23
C -0.40 -0.11 0.34
C 0.83 0.04 -0.62
C 1.14 -1.26 -1.32
C 2.07 0.57 0.11
N -0.33 -1.37 1.08
H -0.10 2.00 0.83
H -1.60 1.30 1.45
H -0.10 0.94 2.23
H -1.19 -0.23 -0.39
H 0.53 0.80 -1.36
H 2.06 -1.22 -1.91
H 0.37 -1.51 -2.03
H 1.34 -2.05 -0.59
H 2.07 1.61 0.43
H 2.11 0.01 1.05
H 2.99 0.36 -0.44
H -0.75 -1.28 1.99
H -0.52 -2.19 0.53
H -3.31 1.30 -1.55
H -3.20 0.15 -0.45
O -3.45 1.06 -0.63
*
```

---

Entry 2
Formula: C5H15NO
Source: the OMol25 dataset
Level of theory: the ωB97M-V functional and the def2-TZVPD basis

The LUMO energy is 0.83 eV. Its SMILES is CCN(C)CC.O.

The geometry in ORCA input format:
```
! RIJCOSX wB97M-V def2-TZVPD def2/J DEFGRID3
* xyz 0 1
C -2.05 -1.29 1.05
C -0.68 -1.42 0.32
N -0.09 -0.03 0.15
C -1.13 0.92 -0.25
C -0.59 2.33 -0.35
C 1.05 0.08 -0.72
H -2.80 -1.18 0.22
H -2.22 -0.44 1.80
H -2.51 -2.19 1.52
H -0.05 -2.14 0.99
H -0.70 -1.95 -0.65
H -1.58 0.66 -1.17
H -1.91 1.01 0.48
H -1.13 2.86 -1.07
H -0.66 3.16 0.35
H 0.52 2.42 -0.63
H 1.66 -0.94 -0.46
H 0.83 0.15 -1.80
H 1.67 0.93 -0.22
H 3.55 -0.94 -0.40
H 4.88 -0.85 0.29
O 3.95 -1.17 0.53
*
```

---

What should be chosen as the most stable of them? Choose entry 1.

---

Entry 1
Formula: C2H3F3N2O
Source: the OMol25 dataset
Level of theory: the ωB97M-V functional and the def2-TZVPD basis

The LUMO energy is -0.24 eV. Its SMILES is O=C[C@@H](NF)N(F)F.

The geometry in ORCA input format:
```
! RIJCOSX wB97M-V def2-TZVPD def2/J DEFGRID3
* xyz 0 1
C -1.39 0.15 -0.60
C -0.18 -0.27 0.20
N 0.55 -1.20 -0.52
N 0.74 0.94 0.32
O -1.48 1.23 -1.14
F 1.75 -1.61 0.25
F 1.72 0.74 1.28
F -0.02 2.00 0.85
H -2.13 -0.57 -0.62
H -0.60 -0.68 1.22
H 1.02 -0.72 -1.23
*
```

---

Entry 2
Formula: C2H3F3N2O
Source: the OMol25 dataset
Level of theory: the ωB97M-V functional and the def2-TZVPD basis

The LUMO energy is 0.60 eV. Its SMILES is N/C(=N\F)C(O)(F)F.

The geometry in ORCA input format:
```
! RIJCOSX wB97M-V def2-TZVPD def2/J DEFGRID3
* xyz 0 1
C -0.51 -0.37 0.07
C 0.26 0.95 -0.14
N -1.78 -0.30 -0.07
N 0.36 -1.31 0.52
O 0.58 1.01 -1.46
F 1.49 0.89 0.61
F -0.37 2.05 0.40
F -2.45 -1.49 0.33
H 1.28 -0.97 0.63
H 0.10 -2.26 0.76
H 1.05 1.81 -1.65
*
```

---

What should be chosen as the most stable of them? Choose entry 2.

---

Entry 1
Formula: C4H11NO
Source: the OMol25 dataset
Level of theory: the ωB97M-V functional and the def2-TZVPD basis

The LUMO energy (spin up / spin down) is -4.50 / -10.23 eV. As for the expectation value of S²: 0.7888.

The geometry in ORCA input format:
```
! RIJCOSX wB97M-V def2-TZVPD def2/J DEFGRID3
* xyz 1 2
C -0.33 0.41 2.53
C -1.22 -0.20 1.52
O -1.74 0.41 0.59
N -1.24 -1.59 1.62
H 0.57 0.84 2.03
H -0.06 -0.20 3.36
H -1.59 -2.19 0.90
H -0.87 -2.03 2.46
H -0.81 1.26 3.02
C 0.56 0.16 -1.64
C 1.34 0.67 -2.84
H -0.45 0.08 -1.94
H 0.72 -0.87 -1.38
H 0.64 0.74 -0.70
H 1.01 0.15 -3.72
H 2.40 0.71 -2.76
H 1.08 1.67 -3.05
*
```

---

Entry 2
Formula: C4H11NO
Source: the OMol25 dataset
Level of theory: the ωB97M-V functional and the def2-TZVPD basis

The LUMO energy (spin up / spin down) is -3.29 / -7.92 eV. As for the expectation value of S²: 0.7552.

The geometry in ORCA input format:
```
! RIJCOSX wB97M-V def2-TZVPD def2/J DEFGRID3
* xyz 1 2
C -2.37 1.36 -0.56
C -0.82 -0.75 -0.07
N -1.14 0.64 -0.92
H -2.67 1.91 -1.43
H -3.30 0.61 -0.16
H -2.27 2.04 0.42
H -1.53 -1.49 -0.31
H -0.97 -0.35 0.92
H -0.45 1.33 -1.02
C 1.68 -0.28 0.00
O 0.51 -1.13 -0.07
C 2.26 -0.18 1.36
H 2.34 -0.87 -0.77
H 1.24 0.83 -0.20
H 2.86 -1.05 1.78
H 2.82 0.73 1.40
H 1.30 -0.03 1.93
*
```

---

Entry 3
Formula: C4H11NO
Source: the OMol25 dataset
Level of theory: the ωB97M-V functional and the def2-TZVPD basis

The LUMO energy (spin up / spin down) is -3.91 / -10.14 eV. As for the expectation value of S²: 0.7554.

The geometry in ORCA input format:
```
! RIJCOSX wB97M-V def2-TZVPD def2/J DEFGRID3
* xyz 1 2
C 2.03 -0.34 -0.04
O 2.22 -0.68 1.38
C 0.73 0.33 -0.29
C -0.55 -0.36 0.24
C -1.87 -0.18 -0.51
N -2.30 1.19 -0.86
H 2.82 0.29 -0.17
H 2.07 -1.28 -0.57
H 1.40 -0.20 1.60
H 0.71 1.36 0.07
H 0.50 0.54 -1.35
H -0.27 -1.42 0.31
H -0.82 -0.03 1.27
H -2.73 -0.83 -0.02
H -1.64 -0.66 -1.41
H -3.24 1.00 -1.23
H -2.49 1.66 0.05
*
```

---

What should be chosen as the most stable of them? Choose entry 1.